1.
91
Properties=species:S:1:pos:R:3:forces:R:3:mulliken_charge:R:1 method="wB97M-V/def2-TZVPD" e_lumo_ev="2.34 / 1.62" homo_lumo_gap_ev="6.7 / 6.0" spin_multiplicity=2 charge=-1 e_tot_ev=-105458.33272
Lu 0.35025 1.10830 1.86881 -0.077 1.248 0.948 1.04
N -1.68121 0.60943 3.35918 0.319 -0.128 -0.649 -0.41
C -2.85078 1.42048 3.03569 -1.079 -0.070 0.507 -0.02
C -2.79963 2.84732 3.60878 -0.808 0.367 -1.026 -1.13
N -1.49002 3.44501 3.52881 0.388 -0.259 0.769 0.26
C -1.47848 4.86844 3.88657 0.192 0.362 -0.401 -0.59
C -0.86237 5.77086 2.78433 -1.100 1.392 -0.355 -0.57
N -0.24877 5.16349 1.64512 0.281 -0.406 -0.328 -0.47
H -1.84279 -0.38811 3.18347 0.090 0.576 -0.182 0.24
H -1.44179 0.67231 4.32744 0.109 0.138 0.780 0.16
H -3.74462 0.93789 3.48450 0.114 0.293 -0.433 0.45
H -2.98215 1.46821 1.94605 0.305 -0.119 0.288 -0.18
H -3.23517 2.89511 4.62464 0.056 -0.096 -0.147 0.39
H -3.44486 3.46013 2.92108 0.230 -0.512 0.819 0.39
H -0.84733 2.94107 4.15672 -0.225 0.427 -0.497 -0.20
H -0.92988 5.10053 4.79391 0.091 -0.550 0.363 0.35
H -2.49738 5.25604 4.03701 0.109 -0.454 0.106 0.28
H -0.17339 6.51137 3.25426 -0.429 -0.522 -0.376 0.31
H -1.72901 6.34991 2.36755 0.574 -0.019 0.478 0.26
H -0.61055 4.21588 1.49875 0.452 0.441 0.037 0.10
H 0.75466 5.13382 1.74460 0.027 -0.498 -0.044 0.30
Te 1.80853 2.90948 4.31566 -0.643 0.398 0.706 -0.49
C 5.77430 1.80894 4.19171 0.548 0.258 -0.884 -1.11
C 4.60787 0.92944 3.74135 0.244 0.443 0.519 -0.49
S 3.49942 1.72208 2.52971 -0.079 -1.454 -1.558 0.01
O 2.46665 0.58736 2.20243 1.516 0.691 0.543 -0.36
C 4.41563 1.65983 0.86186 -0.069 -0.238 0.628 -0.29
C 5.05212 0.30556 0.60818 0.158 -0.702 -0.369 -0.97
H 6.49982 1.26191 4.81068 -0.246 -0.143 -0.395 0.37
H 5.43026 2.61264 4.81465 -0.381 0.513 0.214 0.31
H 6.30906 2.26898 3.33280 -0.142 -0.355 0.470 0.25
H 3.99191 0.78460 4.64575 -0.125 -0.325 -0.797 0.46
H 4.94912 0.00755 3.29852 -0.074 -0.435 -0.053 0.42
H 5.12906 2.48883 0.78418 -0.196 -0.098 0.231 0.48
H 3.56611 1.85604 0.20347 -0.120 0.087 0.102 0.28
H 6.03222 0.23898 1.08078 0.086 0.022 0.060 0.27
H 5.21817 0.09104 -0.47722 -0.288 0.361 0.755 0.32
H 4.44811 -0.52903 1.00982 0.080 0.425 -0.287 0.14
C -0.67680 2.75113 -1.63410 -0.452 -0.080 0.458 -1.40
C -0.20788 2.13445 -0.31696 0.930 1.079 -1.074 0.94
O -1.10076 1.38943 0.30350 -2.011 -0.984 0.512 -0.28
N 0.95395 2.28965 0.16524 1.149 0.329 0.098 -0.60
Te -0.58052 -1.27018 -1.09403 -0.137 0.120 0.352 0.47
C 0.30875 -3.19611 -1.68286 0.446 -0.053 -0.761 -0.22
C -0.37531 -4.40809 -1.66019 -0.454 0.190 0.277 1.23
C -1.65917 -4.48041 -0.89070 -1.207 -0.020 -0.685 -1.39
C 0.14577 -5.56076 -2.26329 -0.746 0.411 0.361 -0.99
C 1.35611 -5.52461 -2.91226 0.308 -0.082 -0.384 0.88
C 1.85788 -6.76635 -3.59821 0.416 -1.106 -0.707 -1.51
C 2.09464 -4.33016 -2.86199 1.043 -1.004 -0.254 -1.05
C 1.65184 -3.23971 -2.14760 -0.737 0.912 -0.180 0.94
C 2.58978 -2.11171 -1.86377 0.777 0.506 -0.534 -1.09
C -2.24180 -0.59504 -2.38685 -0.489 -0.503 -0.119 -0.36
C -2.02763 -0.16150 -3.69614 0.392 -0.495 0.343 1.27
C -0.62846 -0.11721 -4.20674 0.743 0.136 -1.224 -1.72
C -3.10474 0.17684 -4.52028 0.025 -0.384 -0.271 -1.09
C -4.41616 0.07727 -4.07384 1.488 0.054 0.730 0.98
C -5.54070 0.49615 -4.89749 -1.534 -0.248 -1.742 -1.48
C -4.61290 -0.32215 -2.76011 -1.420 0.340 -0.015 -0.80
C -3.58225 -0.59642 -1.90457 1.650 -0.681 0.752 1.34
C -3.85617 -0.87211 -0.45799 -0.812 -0.552 0.741 -1.65
H -1.75788 2.55553 -1.69834 0.310 0.113 -0.440 0.24
H -0.11763 2.27784 -2.44713 -0.230 0.102 -0.008 0.23
H -0.48473 3.83297 -1.64690 0.030 -0.335 0.042 0.35
H -1.55734 -3.96045 0.05331 0.045 -0.036 0.303 0.24
H -2.00162 -5.51127 -0.72410 0.228 0.210 -0.001 0.41
H -2.48619 -3.95509 -1.42046 0.438 -0.268 0.204 0.21
H -0.49277 -6.44968 -2.25187 0.448 0.087 0.038 0.31
H 1.58617 -7.71306 -3.07838 -0.031 0.776 -0.057 0.34
H 2.95269 -6.80507 -3.68617 -0.194 0.272 0.142 0.36
H 1.49632 -6.91957 -4.64189 -0.023 0.440 0.604 0.27
H 3.10562 -4.27728 -3.34720 -0.989 -0.169 0.632 0.19
H 3.53979 -2.22710 -2.45379 -0.792 0.090 0.627 0.38
H 2.83461 -2.11318 -0.78479 -0.002 0.067 -0.512 -0.02
H 2.13563 -1.13937 -2.12079 0.235 -0.303 0.182 0.14
H 0.08191 0.22767 -3.45562 -0.115 -0.101 0.026 0.17
H -0.51789 0.53806 -5.07855 -0.255 0.176 0.141 0.43
H -0.26385 -1.08003 -4.59502 -0.200 -0.063 0.435 0.30
H -2.90531 0.38439 -5.57698 -0.054 0.284 0.375 0.24
H -5.20893 0.75455 -5.91876 -0.122 0.095 0.426 0.35
H -6.09366 1.34574 -4.48212 0.190 -0.062 -0.018 0.29
H -6.28494 -0.31837 -5.04440 0.351 0.373 0.240 0.33
H -5.66252 -0.37857 -2.40350 0.748 0.057 -0.036 0.31
H -4.86918 -1.31386 -0.32623 0.512 0.272 -0.115 0.47
H -3.84283 0.06491 0.11929 0.145 -0.196 -0.177 0.15
H -3.12870 -1.56005 0.01401 -0.317 0.428 -0.382 0.16
N 0.08759 -1.06973 2.04477 1.137 -3.579 1.400 -0.53
C 0.69362 -2.04344 2.41051 -1.579 3.999 -1.969 0.65
N 1.43165 -3.01772 2.66486 0.708 -1.040 0.685 -0.86
C 2.52344 -3.15361 1.92673 1.510 -1.781 -1.152 0.61
N 3.44633 -3.52931 1.29921 -1.386 1.147 1.150 -0.65

---

2.
92
Properties=species:S:1:pos:R:3:forces:R:3:mulliken_charge:R:1 method="wB97M-V/def2-TZVPD" e_lumo_ev="2.10 / 0.27" homo_lumo_gap_ev="6.6 / 6.2" spin_multiplicity=5 charge=-1 e_tot_ev=-88595.18067
Pt 0.17994 0.34028 1.02847 0.786 0.082 0.329 0.77
O 5.09472 -3.52013 -1.73189 0.082 0.088 -0.216 -0.61
C 4.27834 -4.12884 -0.91657 0.113 0.087 -0.333 0.55
O 4.39123 -5.30544 -0.63673 -0.099 -0.228 0.276 -0.69
C 3.17347 -3.31503 -0.34652 0.021 1.280 0.005 0.43
C 2.24749 -3.81365 0.54113 0.672 -0.623 -1.036 -0.89
N 1.40763 -2.84146 0.82721 -0.367 0.652 0.165 0.13
N 1.74111 -1.66886 0.26678 0.375 -0.321 -0.534 0.50
C 2.82427 -1.91546 -0.49326 -0.435 -1.038 0.563 -0.79
C 3.40064 -0.82353 -1.39942 0.938 -1.414 -0.286 0.55
O 4.36961 -1.19525 -2.14739 -0.492 0.090 0.380 -0.90
O 2.88207 0.27020 -1.34975 -0.579 1.235 0.056 -0.40
H 4.78981 -2.52624 -1.94678 0.034 0.004 0.195 0.44
H 2.18430 -4.82440 0.88426 -0.230 -0.225 0.264 0.50
H 0.58727 -2.87170 1.41780 -0.192 0.281 0.200 -0.16
C 3.31196 0.46963 4.86206 -0.766 -0.765 -0.009 -1.41
Si 2.62772 -0.17556 3.22532 -0.626 1.028 0.225 -0.05
C 2.68287 -2.01158 3.39297 -0.179 -0.358 0.556 -0.90
C 3.57929 0.63135 1.84904 -0.029 -0.499 0.089 -0.33
N 0.95955 0.41564 2.97085 0.194 -0.136 -0.127 0.00
C 0.05598 0.88638 3.82872 -0.119 0.196 -0.013 0.18
C -0.02735 0.46990 5.18086 -0.716 1.089 -0.024 -0.45
C -0.93462 1.06912 6.03569 0.668 -1.059 -0.193 -0.95
C -1.70906 2.14490 5.58071 -0.824 0.803 0.689 -0.62
C -1.74650 2.52855 4.27322 0.511 -0.079 0.526 -0.80
C -0.95838 1.84390 3.33037 0.348 -0.906 -1.328 1.08
N -1.09982 1.95675 2.00523 0.035 0.059 0.491 0.46
Si -2.26206 2.98337 1.17144 0.841 -0.470 0.363 -0.02
C -1.60233 4.72609 1.17923 -0.248 0.217 -0.351 -1.28
C -3.95877 2.91110 1.92574 -0.486 0.051 0.771 -1.29
C -2.37823 2.42884 -0.58265 -0.205 0.602 -0.796 0.01
H 3.12337 -0.20771 5.70389 0.129 0.044 -0.171 0.32
H 2.97126 1.43712 5.15639 -0.409 0.812 0.074 0.40
H 4.36129 0.55419 4.69583 1.063 -0.064 0.060 0.41
H 2.94485 -2.63144 2.57574 0.251 -0.159 -1.134 0.28
H 1.68165 -2.34104 3.69214 0.105 -0.037 0.271 0.25
H 3.41516 -2.31155 4.13561 -0.043 0.153 0.566 0.55
H 4.57383 0.20832 1.73419 0.283 -0.009 0.106 0.37
H 3.65997 1.70081 2.02064 0.013 0.178 0.026 0.30
H 3.08497 0.45481 0.89986 -0.126 0.202 -0.207 -0.49
H 0.62339 -0.32402 5.44964 0.315 -0.619 0.533 0.44
H -1.10895 0.64732 7.02862 0.252 0.363 -0.189 0.35
H -2.30691 2.69053 6.31775 0.052 -0.221 -0.289 0.36
H -2.33000 3.35640 3.92917 -0.305 0.234 0.121 0.42
H -1.73513 5.18306 2.13767 -0.113 0.316 0.801 0.36
H -2.12957 5.35957 0.46897 -0.220 0.042 -0.174 0.37
H -0.55269 4.82886 0.94119 0.374 -0.313 -0.125 0.35
H -4.10857 3.33091 2.93433 0.253 -0.143 -0.410 0.40
H -4.38712 1.91467 1.94767 0.252 -0.475 0.103 0.37
H -4.64361 3.43507 1.29076 -0.418 0.655 -0.600 0.47
H -1.49813 2.79282 -1.14166 -0.404 -0.131 0.182 -0.04
H -3.27030 2.92849 -1.02139 0.415 -0.322 0.099 0.52
H -2.44031 1.35670 -0.74174 -0.135 -0.018 0.067 -0.51
N -0.09545 0.36085 -0.89602 -0.481 0.078 -0.956 0.21
C -0.01158 0.57929 -2.12679 0.019 -0.263 0.110 0.30
C 0.63856 1.79423 -2.69055 0.084 0.291 -0.211 1.22
C 0.95950 2.89456 -1.86852 0.055 -1.029 0.461 0.05
C 1.71088 3.91598 -2.35647 0.205 1.058 -1.225 -1.06
C 2.06023 3.96536 -3.72464 0.407 -0.196 1.261 -0.61
C 1.75693 2.91569 -4.53246 -0.287 -1.110 -0.933 -0.78
C 1.03500 1.81676 -4.02151 0.188 0.268 -0.640 -0.50
C -0.50168 -0.49390 -3.06820 0.517 0.201 0.232 0.17
C 0.02204 -1.77773 -2.90163 -0.603 -0.176 -0.456 0.38
C -0.39495 -2.81377 -3.74230 0.512 0.668 0.413 -1.13
C -1.31551 -2.55048 -4.72254 -0.381 0.696 -0.475 -0.53
C -1.82043 -1.25789 -4.91884 0.916 0.459 0.497 -1.15
C -1.37352 -0.18692 -4.11560 -0.776 -1.207 -0.178 -0.24
H 0.73433 2.86005 -0.80541 -0.092 -0.073 -0.139 0.30
H 2.04003 4.73976 -1.74077 -0.094 -0.036 0.284 0.41
H 2.71468 4.73140 -4.08349 0.090 0.544 -0.133 0.38
H 2.13402 2.88422 -5.57577 -0.436 0.032 0.783 0.33
H 0.82666 0.99738 -4.71938 0.092 0.211 0.589 0.37
H 0.73315 -1.98812 -2.12389 0.162 0.167 0.249 0.42
H 0.03100 -3.79840 -3.63884 0.015 -0.159 0.102 0.48
H -1.64511 -3.33824 -5.37079 -0.177 -0.287 -0.229 0.44
H -2.50477 -1.09692 -5.73205 -0.236 0.149 -0.100 0.42
H -1.77425 0.82229 -4.24899 0.267 -0.321 0.023 0.45
O -4.54313 -2.12256 -4.07324 -0.458 -0.366 -0.089 -0.56
C -4.05064 -3.10357 -3.27511 0.056 1.567 0.573 0.34
O -4.16470 -4.23863 -3.58848 -0.009 -1.396 -0.523 -0.57
C -3.38460 -2.64328 -2.02122 0.410 -0.726 -0.021 0.86
C -2.43291 -3.50469 -1.45110 -0.893 -0.332 -0.811 -1.05
C -1.83726 -3.16234 -0.29075 1.884 -0.270 1.736 -0.31
C -2.09755 -1.97572 0.40840 0.018 -0.298 -0.057 0.05
S -1.29368 -1.50419 1.89039 -0.039 -0.138 -0.007 -0.47
C -3.04930 -1.15971 -0.13862 -0.995 0.200 -0.957 -0.67
C -3.66337 -1.47036 -1.35420 -0.141 0.329 0.271 -0.39
H -4.42279 -1.28034 -3.63471 0.225 0.398 0.044 0.35
H -2.19083 -4.45264 -1.92574 -0.120 0.241 -0.042 0.48
H -1.04874 -3.79604 0.14299 -0.497 0.059 -0.357 0.26
H -3.38853 -0.28910 0.37476 0.048 0.556 0.349 0.66
H -4.41229 -0.77501 -1.71935 -0.065 0.003 -0.045 0.36

---

3.
22
Properties=species:S:1:pos:R:3:forces:R:3:nbo_charge:R:1 method="wB97M-V/def2-TZVPD" e_lumo_ev=-3.70 homo_lumo_gap_ev=8.3 smiles="C=CC(=C)CCC[NH3+]" spin_multiplicity=1 charge=+1 e_tot_ev=-8967.69229
C -1.17038 3.38484 0.93458 0.467 -0.913 0.803 -0.33
C -1.16798 2.18120 0.35769 -1.210 0.553 -0.747 -0.25
C -0.10225 1.18520 0.32158 1.357 -0.367 3.195 -0.04
C 1.19412 1.53784 0.48384 -1.673 -0.057 -1.196 -0.36
C -0.49712 -0.26558 0.66799 -0.558 -0.073 -1.186 -0.44
C -0.66214 -1.08229 -0.65328 -0.204 1.055 0.280 -0.45
C 0.06720 -2.38389 -0.65290 -0.460 0.072 -0.253 -0.21
N 1.56208 -2.22278 -0.95365 -1.333 -0.283 0.090 -0.68
H -0.38811 3.60486 1.65856 0.102 0.403 -0.380 0.20
H -2.01598 4.05474 0.89659 -0.034 -0.055 -0.128 0.22
H -2.09347 1.89618 -0.14580 0.150 -0.013 -0.209 0.21
H 1.40411 2.59952 0.48656 0.641 -0.168 -0.253 0.23
H 1.95063 0.76722 0.44098 0.391 0.236 0.544 0.16
H 0.18149 -0.76392 1.37018 0.486 0.322 -0.334 0.21
H -1.42995 -0.30828 1.23662 -0.087 0.340 -0.241 0.25
H -0.34095 -0.40430 -1.44755 0.180 -0.370 -0.317 0.23
H -1.70507 -1.27981 -0.89041 -0.123 -0.106 0.200 0.25
H -0.35727 -3.05614 -1.40018 0.395 -0.139 0.059 0.24
H -0.03299 -2.81685 0.34660 0.362 -0.259 -0.262 0.23
H 1.91022 -3.15352 -0.76017 1.002 0.047 0.138 0.45
H 1.94957 -1.48371 -0.36554 0.280 -0.250 0.142 0.45
H 1.74423 -1.99053 -1.93228 -0.129 0.026 0.055 0.45

---

4.
16
Properties=species:S:1:pos:R:3:forces:R:3:nbo_charge:R:1 method="wB97M-V/def2-TZVPD" e_lumo_ev=0.04 homo_lumo_gap_ev=8.7 smiles="C=C(Cl)C#N.c1ccoc1" spin_multiplicity=1 e_tot_ev=-23413.20650
C -2.97898 -0.35854 1.38472 0.048 0.936 0.062 -0.34
C -2.71674 0.18242 0.19323 -0.394 -0.665 -1.020 -0.12
Cl -2.85600 1.86064 -0.39323 0.018 -0.963 1.099 0.04
C -2.46839 -0.66435 -0.95421 0.529 -0.356 -1.026 0.23
N -2.28298 -1.24604 -1.93983 -0.253 0.469 1.206 -0.28
H -2.86030 -1.43270 1.61376 -0.114 0.809 -0.475 0.24
H -3.32070 0.31441 2.16622 0.174 -0.244 0.120 0.22
C 1.54325 -0.13705 -1.62710 0.164 -0.769 -2.183 -0.33
C 0.79731 -0.34374 -0.46761 -0.617 -2.361 2.415 -0.32
C 0.95966 0.80803 0.27399 -1.887 -1.510 1.106 0.05
O 1.66820 1.71382 -0.36955 -0.501 0.654 1.013 -0.37
C 1.97248 1.14505 -1.48548 2.640 -0.183 -3.903 0.09
H 1.63935 -0.89536 -2.49586 0.060 1.811 1.664 0.25
H 0.40195 -1.41585 -0.15795 0.496 2.873 -0.502 0.24
H 0.50517 1.23619 1.12382 -0.421 -0.323 1.091 0.19
H 2.63536 1.76892 -2.05292 0.058 -0.176 -0.668 0.19